{"formula": "C26H30N6OSTa", "method": "ωB97M-V with the def2-TZVPD basis set", "e_tot_ha": -1866.86867, "fmax_ev_per_a": 0.4, "charge": 3, "homo_ev": -17.093, "multiplicity": 1, "gap_ev": 6.59, "elements": ["H", "C", "N", "H", "H", "C", "H", "H", "S", "H", "C", "H", "C", "H", "C", "N", "C", "H", "H", "C", "H", "N", "N", "C", "H", "O", "N", "C", "C", "C", "H", "H", "C", "C", "C", "H", "C", "H", "H", "N", "Ta", "C", "H", "C", "H", "H", "C", "C", "C", "H", "H", "H", "H", "C", "H", "H", "C", "C", "C", "H", "C", "C", "H", "H", "H"], "positions_angstrom": [[-3.704, -3.697, -1.434], [1.793, 1.869, 2.968], [-0.359, 3.301, -2.300], [1.470, 4.397, -1.989], [1.856, 2.236, 1.942], [-0.965, -1.653, -1.392], [1.632, 2.722, 3.622], [5.468, -1.851, 1.476], [-1.501, 0.831, 1.099], [-3.056, -0.288, 3.501], [-3.604, -3.623, -4.096], [0.305, -3.378, 1.657], [-0.822, -1.539, -2.792], [4.452, -2.823, 2.558], [-2.161, 1.592, -2.320], [1.844, -0.801, -1.613], [4.957, 0.957, 4.846], [6.076, -2.367, 3.037], [-2.081, 0.959, -3.204], [5.719, 1.516, 5.986], [6.663, 1.004, 6.152], [-4.314, -4.154, -4.825], [0.133, 1.487, -1.210], [-0.824, 2.107, -1.930], [1.780, -0.755, -2.630], [1.753, -0.156, 1.047], [-0.607, -1.518, 1.562], [-1.194, -3.124, 3.193], [-2.145, -2.241, 3.701], [-2.030, -2.451, -0.938], [-2.756, -2.536, 4.545], [3.197, -1.563, 1.207], [3.036, 1.137, 3.369], [-0.435, -2.733, 2.112], [-2.892, -3.089, -1.812], [5.899, 2.583, 5.838], [-2.715, -2.958, -3.187], [5.112, 1.436, 6.894], [-0.879, 3.966, -2.859], [1.868, -2.119, -1.042], [0.192, -0.368, -0.109], [-2.321, -0.988, 3.129], [-0.058, -0.908, -3.239], [3.479, -0.075, 2.701], [2.698, -0.312, -1.349], [1.169, -2.678, -1.526], [2.828, -0.636, 1.637], [-1.672, -2.175, -3.679], [4.680, -0.759, 3.160], [-2.827, 2.420, -2.555], [2.777, -2.566, -1.154], [2.115, 2.138, -0.586], [3.473, 2.510, 4.921], [1.223, 2.368, -1.142], [6.276, -0.712, 4.557], [-2.606, 1.004, -1.522], [3.782, 1.608, 4.408], [-1.522, -0.663, 2.054], [0.914, 3.491, -1.819], [0.915, 1.223, 3.026], [5.377, -0.223, 4.207], [5.188, -2.018, 2.518], [-1.054, -4.103, 3.628], [-1.535, -2.068, -4.747], [-2.211, -2.590, 0.119]], "lowdin_charge": [0.141, -0.013, 0.160, 0.146, 0.080, -0.329, 0.102, 0.101, 0.755, 0.135, -0.144, 0.132, -0.150, 0.100, 0.020, -0.100, -0.154, 0.100, 0.096, 0.008, 0.100, 0.228, -0.136, -0.338, 0.125, -0.292, -0.170, 0.000, 0.022, -0.085, 0.140, 0.117, -0.141, -0.084, 0.017, 0.115, -0.184, 0.123, 0.195, 0.003, 1.692, -0.017, 0.085, -0.081, 0.121, 0.091, -0.080, 0.002, -0.149, 0.110, 0.133, 0.106, 0.143, -0.113, 0.140, 0.057, 0.037, -0.672, -0.010, 0.073, 0.043, -0.018, 0.133, 0.140, 0.091]}


{"formula": "C26H31BrCsN5O7", "method": "ωB97M-V with the def2-TZVPD basis set", "e_tot_ha": -4404.08373, "fmax_ev_per_a": 0.4, "charge": -2, "homo_ev": -0.780, "multiplicity": 1, "gap_ev": 4.68, "elements": ["H", "H", "H", "C", "H", "H", "H", "H", "C", "C", "C", "O", "C", "H", "H", "C", "H", "H", "H", "H", "N", "H", "C", "C", "O", "Cs", "H", "C", "C", "O", "H", "C", "H", "H", "O", "H", "H", "H", "H", "C", "C", "Br", "H", "H", "O", "H", "C", "N", "H", "O", "C", "C", "H", "C", "N", "C", "H", "H", "C", "H", "C", "C", "H", "C", "C", "C", "O", "N", "C", "C", "N"], "positions_angstrom": [[-3.289, 4.492, -3.438], [-3.662, -2.028, 1.423], [0.312, -3.285, -3.930], [0.895, 0.167, 5.856], [2.983, 0.167, -5.903], [1.982, 0.775, -4.562], [-4.040, -0.780, 0.222], [3.360, -0.278, -4.217], [3.792, -3.999, -0.339], [2.554, -0.073, -4.927], [3.180, -2.754, -0.250], [-0.919, 0.759, 2.168], [-2.681, 4.253, -1.390], [0.864, 3.353, 6.991], [1.860, -2.816, -6.409], [-3.068, 4.671, 2.429], [-0.814, -3.132, 0.640], [-4.636, 4.677, -2.289], [-0.434, -1.407, -1.996], [1.197, -0.833, 6.148], [1.670, -1.218, -5.031], [5.103, -4.371, 2.615], [4.556, -3.903, 1.804], [-0.076, 1.649, 4.204], [2.196, -2.933, -2.391], [-0.331, 1.218, -0.752], [-2.857, -0.429, 1.515], [-3.067, 4.506, -0.073], [-3.579, 4.890, -2.467], [-3.510, -1.758, -1.855], [-0.667, -2.709, -5.303], [-1.160, -2.213, -2.137], [0.142, -0.440, 3.921], [3.711, -4.546, -1.269], [2.029, -0.977, -1.283], [-2.315, 5.233, 2.986], [-3.910, 5.323, 2.194], [2.799, -1.097, 1.044], [-0.166, 3.701, 4.750], [-2.453, 4.096, 1.166], [1.096, 1.234, 6.721], [4.115, -1.804, 3.672], [-3.959, 5.114, 0.039], [2.156, -3.236, -4.685], [0.049, -0.151, -3.861], [-0.052, -1.623, 0.136], [0.486, -1.171, -4.358], [-1.458, 3.275, 1.248], [3.338, -2.316, -5.581], [-1.691, 3.602, -1.818], [2.268, -2.473, -5.453], [3.274, -2.065, 0.950], [1.551, 1.074, 7.692], [0.310, 0.375, 4.612], [-2.172, -1.647, -0.019], [-2.409, -1.872, -1.343], [-3.400, 3.870, 3.093], [-0.941, -1.665, 1.651], [-3.250, -1.193, 0.843], [-0.693, -3.131, -1.756], [0.711, 2.511, 6.324], [0.135, 2.716, 5.080], [-3.456, 5.977, -2.479], [-0.324, -2.472, -4.293], [-0.929, -2.042, 0.631], [2.393, -2.160, -1.429], [-1.473, -2.350, -3.504], [-0.962, 3.074, 2.546], [-0.705, 1.828, 2.832], [3.967, -2.662, 1.986], [4.476, -4.569, 0.655]], "lowdin_charge": [0.058, 0.087, 0.107, -0.116, 0.080, 0.084, 0.084, 0.094, -0.096, -0.045, -0.102, -0.224, -0.559, 0.084, 0.082, -0.074, 0.095, 0.056, 0.055, 0.086, -0.138, 0.087, -0.226, -0.135, -0.030, 1.124, 0.071, -0.090, -0.071, 0.061, 0.135, -0.143, 0.098, 0.107, -0.091, 0.060, 0.048, 0.119, 0.095, -0.386, -0.137, 0.709, 0.061, 0.063, 0.025, 0.039, -0.434, -0.049, 0.083, -0.233, -0.067, -0.050, 0.080, -0.041, -0.159, -0.445, 0.064, 0.076, -0.038, 0.138, -0.119, -0.048, 0.057, -0.132, -0.073, -0.650, -0.091, 0.009, -0.552, -0.670, 0.049]}


{"formula": "C26H31BrF7N3O23", "method": "ωB97M-V with the def2-TZVPD basis set", "e_tot_ha": -6177.02468, "fmax_ev_per_a": 8.8, "charge": 0, "homo_ev": -8.283, "multiplicity": 1, "gap_ev": 5.88, "elements": ["C", "N", "O", "C", "H", "O", "O", "O", "C", "N", "O", "C", "C", "C", "C", "H", "O", "C", "O", "H", "C", "F", "H", "H", "O", "H", "H", "O", "H", "C", "C", "H", "H", "H", "H", "H", "H", "F", "O", "H", "C", "H", "H", "H", "F", "O", "O", "O", "H", "O", "Br", "H", "H", "C", "H", "C", "C", "O", "F", "C", "C", "C", "H", "C", "O", "C", "H", "C", "H", "O", "O", "H", "N", "C", "O", "C", "C", "F", "H", "C", "O", "O", "C", "O", "F", "H", "H", "H", "O", "H", "F"], "positions_angstrom": [[-1.896, -2.698, -2.421], [2.557, -0.974, 1.492], [-1.812, -6.946, -0.419], [-3.322, 7.830, -4.696], [2.447, -0.027, 1.929], [-1.992, 8.124, -4.733], [10.504, 0.836, -2.029], [8.361, 0.449, -1.332], [0.734, 5.040, 3.137], [2.576, -0.547, -1.054], [-1.410, 6.397, -1.920], [1.999, -1.042, 0.088], [-2.884, -7.330, 0.020], [9.690, 0.146, -1.438], [-4.577, -8.678, 0.420], [-1.719, -5.721, -1.674], [0.200, 3.795, 3.279], [8.888, -1.280, 0.033], [-1.447, 4.557, -0.561], [0.559, -6.741, 5.106], [-2.015, 7.867, -0.306], [-3.060, 8.649, 0.047], [-2.866, 7.501, -7.764], [9.068, -0.861, 1.029], [1.360, 5.457, 4.280], [-1.134, 2.711, 0.567], [0.405, 1.853, 1.427], [-3.853, 7.723, -5.953], [0.244, 4.786, 5.870], [-4.734, -7.453, 1.254], [-2.830, 8.103, -6.852], [6.953, -0.327, -0.022], [1.694, 2.688, 4.155], [-0.317, 0.502, -1.357], [-2.907, -4.935, -3.632], [-0.022, -0.449, 1.729], [-1.618, -4.853, 4.039], [-0.087, 2.463, 5.056], [5.064, -1.279, 0.632], [0.111, -4.880, 3.622], [-0.723, 0.588, -0.242], [-1.373, -1.374, 0.790], [0.525, 2.576, -0.318], [-5.483, -6.761, 0.854], [8.729, -2.620, 0.119], [-3.961, 7.674, -3.669], [-1.325, -7.504, 4.802], [-3.655, -8.285, -0.571], [2.167, 0.306, -1.536], [-1.408, -1.605, -2.653], [-2.754, 0.717, -0.342], [-4.186, -9.544, 0.964], [-4.991, -7.686, 2.291], [-1.593, 7.854, -6.058], [-2.956, 9.157, -7.121], [-0.195, 1.996, 0.432], [-3.170, -4.475, -2.674], [-2.256, 6.563, 0.170], [-0.619, 8.729, -6.396], [-1.453, -7.573, 3.447], [1.098, 4.473, 5.260], [-1.687, 5.738, -0.753], [-2.945, 7.722, -2.255], [0.806, 3.265, 4.436], [-3.151, -3.071, -2.800], [7.749, -0.655, -0.696], [7.317, -1.317, -1.454], [-0.751, -5.503, 3.877], [-1.317, 8.439, -2.266], [-1.039, -6.419, 2.840], [-3.455, -6.858, 1.170], [3.380, -1.014, -1.558], [0.607, -1.690, -0.063], [-0.480, -6.401, 5.035], [9.996, -1.018, -0.798], [-1.956, 7.694, -1.785], [3.972, -1.499, 1.594], [-0.853, -5.817, 6.196], [-1.214, 6.829, -6.126], [-2.192, -4.740, -1.581], [-1.248, -3.703, -1.756], [-1.878, -8.547, 2.848], [-0.367, -0.758, 0.632], [0.668, 5.701, 2.113], [-4.416, -4.852, -2.309], [-2.639, -4.659, -0.584], [0.386, -1.823, -1.077], [-1.092, 8.256, 0.138], [4.250, -2.289, 2.657], [1.963, 4.331, 5.914], [-5.741, -9.002, -0.186]], "lowdin_charge": [-0.498, 0.079, 0.104, -0.467, 0.137, 0.132, 0.132, 0.068, -0.494, 0.142, 0.083, -0.151, -0.486, -0.509, -0.323, 0.119, 0.121, -0.328, 0.111, 0.181, -0.321, 0.082, 0.148, 0.179, 0.078, 0.051, 0.065, 0.089, 0.151, -0.065, -0.071, 0.109, 0.176, 0.100, 0.182, 0.138, 0.150, 0.081, -0.234, 0.151, -0.634, 0.106, 0.098, 0.150, 0.082, 0.137, 0.147, 0.156, 0.147, 0.104, 0.624, 0.180, 0.149, -0.321, 0.152, -0.160, -0.312, 0.147, 0.086, -0.491, -0.074, -0.479, 0.097, -0.336, 0.151, -0.091, 0.148, -0.068, 0.145, 0.069, 0.051, 0.149, 0.094, -0.327, 0.136, -0.095, -0.451, 0.082, 0.182, -0.080, 0.070, 0.142, -0.242, 0.149, 0.085, 0.152, 0.101, 0.176, -0.108, 0.147, 0.083]}